[1]
C61H68B4F9NO29S2 | ωB97M-V with the def2-TZVPD basis set

The geometry in ORCA input format:
```
! RIJCOSX wB97M-V def2-TZVPD def2/J DEFGRID3
* xyz 0 1
C 2.585 1.173 5.473
C 1.610 0.027 6.049
C 0.943 -0.755 4.823
C 0.539 -2.261 5.257
C -0.523 -2.847 4.211
C 0.002 -4.157 3.417
C 1.275 -3.865 2.483
C 1.046 -4.155 0.927
N 0.852 -2.896 0.103
C -0.573 -2.536 0.310
C -1.035 -1.172 -0.377
C -0.591 0.167 0.375
C 0.670 0.033 1.337
C 2.088 0.072 0.546
C 3.238 -0.756 1.292
C 4.657 -0.716 0.541
C 5.123 0.746 0.083
C 1.118 -3.204 -1.332
S 0.340 -4.498 -2.088
S 2.316 -2.261 -2.376
C 1.506 -0.759 -3.100
C 2.527 0.330 -3.663
C 2.774 1.577 -2.698
B 1.507 2.593 -2.579
O 0.466 2.587 -3.579
B -0.737 3.169 -3.050
B -2.274 2.542 -3.149
O -3.366 3.476 -3.400
O -2.639 1.170 -2.969
C -3.554 1.016 -1.858
O -0.583 4.414 -2.309
B 0.213 4.013 -1.163
C -0.448 4.307 0.301
F -1.407 5.358 0.271
F -1.213 3.135 0.617
C 0.592 4.478 1.498
F -0.186 4.503 2.691
F 1.363 3.316 1.570
C 1.429 5.839 1.485
F 1.061 6.742 0.493
F 1.199 6.499 2.718
C 3.016 5.556 1.470
F 3.642 6.819 1.452
F 3.438 4.881 0.337
F 3.442 4.936 2.644
O 1.494 3.444 -1.396
H 3.421 0.686 4.876
H 1.947 1.875 4.853
H 3.071 1.675 6.367
H 2.218 -0.748 6.637
H 0.765 0.437 6.691
H 0.037 -0.162 4.450
H 1.700 -0.749 3.961
H 1.503 -2.859 5.306
H 0.040 -2.161 6.286
H -1.477 -3.145 4.770
H -0.817 -1.996 3.518
H -0.893 -4.596 2.876
H 0.318 -4.898 4.232
H 2.095 -4.590 2.830
H 1.643 -2.822 2.729
H 1.863 -4.824 0.510
H 0.075 -4.763 0.843
H -0.843 -2.450 1.422
H -1.278 -3.354 -0.094
H -0.745 -1.226 -1.473
H -2.185 -1.186 -0.360
H -0.289 0.918 -0.445
H -1.492 0.653 0.891
H 0.620 -0.829 2.075
H 0.682 0.985 1.982
H 2.437 1.168 0.567
H 1.966 -0.192 -0.548
H 3.435 -0.388 2.360
H 2.903 -1.850 1.269
H 5.474 -1.113 1.246
H 4.690 -1.424 -0.361
H 5.114 0.746 -1.065
H 6.227 0.960 0.360
H 4.517 1.596 0.527
H 0.889 -0.256 -2.289
H 0.773 -1.118 -3.908
H 3.553 -0.143 -3.875
H 2.105 0.752 -4.642
H 3.608 2.204 -3.188
H 3.168 1.303 -1.666
H -3.566 3.970 -2.571
H -3.791 -0.072 -1.618
H -4.565 1.526 -2.027
H -3.139 1.462 -0.884
C 2.163 3.357 9.555
C 2.145 4.035 10.705
C 2.028 5.522 10.729
O 1.995 6.104 11.798
C 1.960 6.227 9.446
C 1.982 5.549 8.297
C 2.071 4.061 8.273
O 2.070 3.477 7.204
O 1.923 6.187 7.099
O 2.231 3.400 11.901
H 2.245 2.279 9.524
H 1.893 7.307 9.477
H 1.954 5.479 6.427
H 2.194 4.107 12.573
C 0.180 0.169 -7.710
C -0.305 0.137 -8.953
C -0.747 -1.141 -9.583
O -1.202 -1.129 -10.713
C -0.607 -2.375 -8.805
C -0.118 -2.343 -7.563
C 0.297 -1.062 -6.924
O 0.722 -1.070 -5.781
O 0.020 -3.478 -6.830
O -0.419 1.266 -9.696
H 0.501 1.089 -7.240
H -0.913 -3.297 -9.279
H 0.390 -3.192 -5.973
H -0.795 0.979 -10.550
C 6.557 0.455 3.741
C 7.700 0.876 3.199
C 8.981 0.846 3.961
O 10.009 1.221 3.426
C 8.945 0.364 5.346
C 7.799 -0.055 5.889
C 6.525 -0.051 5.115
O 5.501 -0.459 5.632
O 7.746 -0.503 7.170
O 7.740 1.348 1.927
H 5.622 0.469 3.196
H 9.876 0.363 5.895
H 6.813 -0.746 7.321
H 8.674 1.584 1.765
C -4.606 5.203 6.550
C -5.302 5.103 5.415
C -4.635 5.190 4.084
O -5.300 5.075 3.070
C -3.187 5.418 4.054
C -2.493 5.521 5.189
C -3.155 5.407 6.520
O -2.485 5.489 7.534
O -1.153 5.734 5.179
O -6.646 4.917 5.425
H -5.078 5.140 7.522
H -2.718 5.496 3.082
H -0.888 5.769 6.118
H -6.909 4.875 4.485
C -6.682 -4.521 -10.475
C -6.881 -3.238 -10.786
C -5.828 -2.209 -10.549
O -6.038 -1.051 -10.863
C -4.569 -2.642 -9.936
C -4.372 -3.924 -9.623
C -5.414 -4.957 -9.885
O -5.189 -6.120 -9.601
O -3.213 -4.342 -9.051
O -8.049 -2.817 -11.331
H -7.437 -5.278 -10.643
H -3.820 -1.883 -9.754
H -3.317 -5.306 -8.925
H -7.942 -1.855 -11.463
C -6.459 -8.307 -4.271
C -7.530 -8.013 -5.012
C -7.413 -7.744 -6.474
O -8.416 -7.498 -7.121
C -6.078 -7.782 -7.076
C -5.007 -8.072 -6.335
C -5.126 -8.368 -4.879
O -4.128 -8.647 -4.238
O -3.761 -8.109 -6.876
O -8.771 -7.949 -4.465
H -6.530 -8.506 -3.210
H -6.005 -7.568 -8.134
H -3.165 -8.341 -6.139
H -9.368 -7.723 -5.204
*
```

Kohn-Sham gap (eV): 6.603
LUMO (eV): -1.75

Here are the Mulliken charges for atoms 1 to 5, given in e: 0.064 -0.623 0.925 -0.911 -0.310

[2]
C61H71BCsN6P2Si | ωB97M-V with the def2-TZVPD basis set

The geometry in ORCA input format:
```
! RIJCOSX wB97M-V def2-TZVPD def2/J DEFGRID3
* xyz -1 1
Cs 0.370 0.169 0.294
C -2.366 -5.075 3.735
C -2.442 -4.140 2.573
C -3.540 -3.894 1.775
C -3.091 -2.958 0.825
N -1.821 -2.659 1.050
N -1.418 -3.383 2.107
B 0.023 -3.427 2.660
N 0.393 -2.153 3.461
N 0.534 -0.931 2.928
C 0.872 -0.101 3.909
C 0.953 -0.812 5.116
C 0.643 -2.117 4.788
C 0.602 -3.275 5.729
C 1.087 1.378 3.704
C -0.225 2.025 3.240
C 2.184 1.625 2.659
C 1.511 2.028 5.024
N 1.074 -3.716 1.562
N 1.241 -3.029 0.417
C 2.222 -3.613 -0.256
C 2.723 -4.704 0.480
C 1.959 -4.739 1.627
C 2.058 -5.734 2.736
C 2.700 -3.195 -1.623
C 1.843 -2.067 -2.192
C 4.157 -2.720 -1.527
C 2.610 -4.400 -2.572
C -3.891 -2.354 -0.298
C -4.485 -3.464 -1.175
C -5.030 -1.507 0.286
C -2.993 -1.463 -1.150
H -3.337 -5.547 3.881
H -1.619 -5.852 3.569
H -2.097 -4.544 4.649
H -4.515 -4.342 1.870
H 0.062 -4.332 3.426
H 1.203 -0.443 6.093
H 0.880 -2.936 6.726
H -0.395 -3.711 5.781
H 1.295 -4.059 5.425
H -0.567 1.577 2.310
H -1.000 1.889 3.995
H -0.072 3.090 3.079
H 1.930 1.151 1.715
H 2.300 2.696 2.488
H 3.134 1.215 3.006
H 0.742 1.896 5.786
H 2.436 1.581 5.390
H 1.671 3.096 4.881
H 3.525 -5.372 0.218
H 2.837 -6.456 2.496
H 2.310 -5.254 3.681
H 1.118 -6.271 2.870
H 1.984 -1.162 -1.604
H 2.143 -1.863 -3.218
H 0.792 -2.354 -2.169
H 4.230 -1.872 -0.844
H 4.801 -3.519 -1.159
H 4.522 -2.404 -2.506
H 1.570 -4.709 -2.682
H 3.002 -4.142 -3.558
H 3.180 -5.248 -2.194
H -5.141 -4.120 -0.601
H -5.069 -3.030 -1.989
H -3.684 -4.063 -1.608
H -5.697 -2.123 0.890
H -4.619 -0.713 0.910
H -5.614 -1.049 -0.514
H -2.176 -2.050 -1.569
H -3.567 -1.008 -1.958
H -2.576 -0.677 -0.528
C -2.413 2.220 -1.697
Si -0.899 3.208 -0.985
C -0.217 3.831 -2.697
C -1.011 4.428 -3.674
C -0.514 4.726 -4.931
C 0.804 4.413 -5.246
C 1.630 3.859 -4.283
C 1.131 3.600 -3.004
P 2.172 2.932 -1.658
C 3.139 1.725 -2.709
C 2.481 0.944 -3.662
C 3.182 0.056 -4.463
C 4.552 -0.091 -4.312
C 5.212 0.644 -3.339
C 4.513 1.537 -2.544
C 3.551 4.160 -1.537
C 3.820 5.203 -2.419
C 4.877 6.069 -2.186
C 5.681 5.915 -1.069
C 5.419 4.887 -0.177
C 4.363 4.021 -0.410
C -1.753 4.927 -0.607
C -3.118 5.219 -0.612
C -3.587 6.502 -0.383
C -2.704 7.541 -0.168
C -1.344 7.292 -0.128
C -0.871 5.996 -0.318
P 0.884 5.572 -0.117
C 1.497 7.258 -0.623
C 2.195 8.200 0.124
C 2.595 9.399 -0.453
C 2.315 9.673 -1.780
C 1.625 8.738 -2.540
C 1.228 7.546 -1.966
C 0.989 5.800 1.711
C -0.137 5.850 2.532
C -0.011 6.084 3.893
C 1.241 6.257 4.465
C 2.370 6.176 3.664
C 2.245 5.937 2.305
H -3.047 2.809 -2.363
H -3.042 1.865 -0.878
H -2.080 1.346 -2.262
H -2.042 4.664 -3.437
H -1.153 5.186 -5.676
H 1.184 4.604 -6.242
H 2.651 3.601 -4.537
H 1.409 1.050 -3.791
H 2.656 -0.515 -5.219
H 5.099 -0.779 -4.945
H 6.278 0.517 -3.194
H 5.044 2.115 -1.801
H 3.199 5.352 -3.287
H 5.064 6.876 -2.883
H 6.502 6.597 -0.892
H 6.034 4.768 0.707
H 4.149 3.217 0.287
H -3.826 4.420 -0.804
H -4.653 6.701 -0.385
H -3.070 8.548 -0.011
H -0.656 8.105 0.070
H 2.413 8.018 1.166
H 3.129 10.125 0.147
H 2.628 10.611 -2.221
H 1.404 8.934 -3.581
H 0.689 6.811 -2.555
H -1.117 5.705 2.099
H -0.898 6.133 4.511
H 1.334 6.427 5.530
H 3.356 6.289 4.099
H 3.126 5.866 1.685
*
```

Kohn-Sham gap (eV): 5.574
LUMO (eV): 2.03

Here are the Mulliken charges for atoms 1 to 5, given in e: 2.103 -1.327 0.762 -1.476 -0.025

Among the records above, which one has the lowest Kohn-Sham gap?
C61H71BCsN6P2Si